Record 1
{"formula": "C11H14BF3N6NiO3S", "method": "ωB97M-V/def2-TZVPD", "symbols": ["Ni", "S", "F", "F", "F", "O", "O", "O", "N", "N", "N", "N", "N", "N", "C", "C", "C", "C", "C", "C", "C", "C", "C", "C", "C", "B", "H", "H", "H", "H", "H", "H", "H", "H", "H", "H", "H", "H", "H", "H"], "positions_angstrom": [[0.5465, -0.0538, 1.4863], [-3.5241, -0.8785, 1.0090], [-5.9200, -0.4204, -0.0881], [-5.2616, -2.5165, -0.2050], [-4.3474, -0.9990, -1.5163], [-2.5284, -1.9145, 0.7311], [-3.1171, 0.4885, 0.6891], [-4.2236, -1.0405, 2.2779], [0.2595, 1.5187, 0.2947], [2.2091, -0.2719, 1.0309], [1.1562, -0.3065, -1.7534], [0.2625, -0.8153, -0.8257], [1.1878, 1.8950, -0.6843], [2.8953, 0.1451, -0.1008], [4.3256, -1.0457, 1.1537], [4.1535, -0.3343, -0.0461], [0.7461, 3.0344, -1.2770], [-0.7382, 2.4262, 0.2835], [-0.4999, 0.2219, 2.9656], [-0.2373, -1.6433, -2.8535], [-0.4500, 3.4207, -0.6779], [-0.5678, -1.6195, -1.4885], [0.8541, -0.7832, -2.9867], [3.1049, -0.9689, 1.8145], [-4.8452, -1.2264, -0.2680], [2.1462, 0.8114, -1.2716], [-1.0698, 4.2659, -0.9108], [2.8143, -1.3901, 2.7507], [-1.3405, -0.5402, 3.0398], [0.6485, -1.2801, 2.1732], [1.3105, 3.4853, -2.0883], [-0.6989, 1.1948, 2.5173], [0.1439, 0.1615, 3.8960], [-1.6199, 2.2822, 0.8800], [2.8598, 1.2174, -2.1380], [4.8428, -0.1626, -0.8460], [5.2044, -1.5545, 1.4783], [-1.3944, -2.0986, -0.9750], [1.4439, -0.5028, -3.8432], [-0.7310, -2.2018, -3.6273]], "nbo_charge": [1.28, 2.32, -0.32, -0.32, -0.33, -1.01, -1.02, -0.97, -0.43, -0.40, -0.36, -0.33, -0.33, -0.29, -0.34, 0.05, 0.03, 0.01, -0.75, -0.35, -0.34, -0.01, 0.00, 0.01, 0.69, 0.55, 0.24, 0.23, 0.29, 0.02, 0.23, 0.24, 0.24, 0.26, -0.02, 0.24, 0.24, 0.27, 0.22, 0.23], "relative_energy_kj_mol": 521.4, "multiplicity": 3, "orbital_gap_ha": [0.286, 0.200], "s_squared": 2.033, "e_tot_ev": -87421.114, "charge": 0}

Record 2
{"formula": "C11H14BF4N4O3S2", "method": "ωB97M-V/def2-TZVPD", "symbols": ["S", "S", "F", "F", "F", "F", "O", "O", "O", "N", "N", "N", "N", "C", "C", "C", "C", "C", "C", "C", "C", "C", "C", "C", "B", "H", "H", "H", "H", "H", "H", "H", "H", "H", "H", "H", "H", "H", "H"], "positions_angstrom": [[3.4088, 1.1170, 0.7122], [-2.6011, 1.0363, 0.0800], [0.0569, -3.6741, 4.2803], [0.2546, -3.8584, 6.6142], [1.2848, -2.0739, 5.4885], [2.1193, -4.2543, 5.2459], [-3.7855, 1.9852, 0.2959], [0.7624, -0.1600, 1.2600], [-2.9933, -0.2887, 0.6851], [-1.6162, -0.1917, -5.0440], [1.5965, -2.1357, 2.2402], [2.6692, -1.3338, 1.9171], [-3.7237, -2.5275, -2.2770], [2.1833, -0.1300, 1.2960], [-1.1997, -1.4625, -1.6159], [-2.6141, -2.1986, -1.9298], [0.4040, -1.4425, 1.8388], [0.4918, 2.0049, -1.3542], [-1.4206, -0.1923, -3.8466], [-1.1480, 0.0261, -2.2547], [-2.3153, 1.0065, -1.7474], [2.5644, 2.6624, 0.1314], [2.0197, 2.6020, -1.3866], [0.3507, 0.6152, -2.1488], [0.9300, -3.4652, 5.4081], [-1.0608, -1.4862, -0.4814], [3.3660, 3.5031, 0.1674], [-0.4080, -2.1273, -2.1373], [-2.2091, 2.0894, -2.1468], [1.9014, 3.6991, -1.7426], [-0.6987, -1.7233, 1.8930], [-3.3020, 0.6168, -2.2235], [2.7002, 2.0408, -2.1141], [-0.2387, 2.8257, -1.6687], [1.0083, -0.2079, -1.6809], [0.7901, 0.7981, -3.2091], [-1.5536, 1.5606, 0.8320], [1.7391, 2.9628, 0.8662], [0.2870, 1.7819, -0.2428]], "nbo_charge": [0.27, 1.83, -0.59, -0.59, -0.59, -0.59, -0.92, -0.50, -0.89, -0.31, -0.17, -0.27, -0.32, 0.26, -0.49, 0.27, 0.22, -0.43, 0.26, -0.09, -0.66, -0.54, -0.41, -0.42, 1.37, 0.29, 0.25, 0.27, 0.28, 0.21, 0.25, 0.31, 0.23, 0.21, 0.24, 0.24, 0.08, 0.23, 0.21], "orbital_gap_ha": 0.306, "e_tot_ev": -56954.246, "charge": -1}

Record 3
{"formula": "C11H14BHgN7Se", "method": "ωB97M-V/def2-TZVPD", "symbols": ["Hg", "Se", "N", "N", "N", "N", "N", "N", "N", "C", "C", "C", "C", "C", "C", "C", "C", "C", "C", "C", "B", "H", "H", "H", "H", "H", "H", "H", "H", "H", "H", "H", "H", "H", "H"], "positions_angstrom": [[2.8630, -0.4011, 0.6926], [0.4596, 1.0049, 8.6789], [-1.0479, -0.0463, -2.1894], [1.3718, -1.0030, -2.2533], [-1.8338, 0.4516, -1.1673], [-2.1269, 1.2374, 7.2543], [0.6966, 1.3852, -1.1717], [1.1078, 1.1862, 0.1112], [1.9985, -1.5484, -1.1687], [1.5768, -1.7933, -3.3368], [-3.0892, 0.0651, -1.3592], [2.5409, -2.7248, -1.5530], [0.5461, 3.3519, -0.1641], [-3.1306, -0.7864, -2.4865], [0.3523, 2.6782, -1.3631], [-1.0930, 1.1158, 7.8145], [-1.8285, -0.8255, -2.9846], [-0.6330, -0.5931, 4.2493], [2.3322, -2.8957, -2.9294], [1.0008, 2.3815, 0.7408], [0.5127, 0.3176, -2.2811], [3.0553, -3.3708, -0.8549], [-0.0710, 0.1527, 3.6472], [-1.5058, -0.1054, 4.7086], [-3.9813, -1.3227, -2.8512], [0.4172, 4.4088, -0.0076], [2.7321, -3.6989, -3.5257], [0.6689, 0.7814, -3.3931], [1.2722, 2.5370, 1.7740], [-0.0308, 2.9974, -2.3254], [-0.9565, -1.3500, 3.5339], [0.0385, -1.0541, 4.9520], [1.1354, -1.4854, -4.2783], [-3.9328, 0.3799, -0.7431], [-1.4177, -1.4275, -3.7703]], "nbo_charge": [0.82, 0.35, -0.35, -0.32, -0.29, -0.25, -0.33, -0.41, -0.42, 0.00, -0.07, -0.04, -0.35, -0.36, 0.03, -0.09, -0.05, -0.86, -0.35, -0.04, 0.58, 0.22, 0.21, 0.23, 0.21, 0.23, 0.23, -0.05, 0.21, 0.23, 0.22, 0.21, 0.23, 0.21, 0.20], "relative_energy_kj_mol": 217.0, "orbital_gap_ha": [0.207, 0.175], "e_tot_ev": -92259.645, "charge": 0}

Record 4
{"formula": "C11H14BN7SV", "method": "ωB97M-V/def2-TZVPD", "symbols": ["V", "S", "N", "N", "N", "N", "N", "N", "N", "C", "C", "C", "C", "C", "C", "C", "C", "C", "C", "C", "B", "H", "H", "H", "H", "H", "H", "H", "H", "H", "H", "H", "H", "H", "H"], "positions_angstrom": [[-0.5329, -0.5671, 1.0531], [0.6539, -0.2092, 3.1725], [0.0464, 1.5014, 0.6429], [-0.7473, 0.0308, -1.7347], [1.6228, -0.4551, -1.1085], [1.2798, -1.1489, 0.0460], [0.5856, 1.7857, -0.6020], [-1.3163, 0.7666, 4.9457], [-1.3666, -0.4895, -0.5848], [0.5230, 3.6988, 0.5356], [2.7861, -0.9314, -1.5842], [-2.6165, -0.9239, -0.9686], [3.2188, -1.9556, -0.7437], [-1.3588, -2.0650, 1.6825], [-2.7839, -0.6685, -2.3323], [0.8748, 3.1042, -0.6873], [-0.4842, 0.3533, 4.2108], [0.0170, 2.6528, 1.3408], [-1.5894, -0.0668, -2.7679], [2.2503, -2.0579, 0.2668], [0.6794, 0.6516, -1.6491], [2.2175, -2.7201, 1.1222], [-3.2710, -1.3814, -0.2440], [1.2862, 3.5062, -1.5908], [4.1101, -2.5452, -0.8537], [-0.3852, -2.5528, 1.4015], [-1.2824, 0.3016, -3.7442], [-3.6528, -0.8885, -2.9213], [-1.5191, -2.2164, 2.7354], [-0.3344, 2.6900, 2.3523], [0.6170, 4.7303, 0.8009], [-2.2034, -2.3434, 1.0590], [-1.6038, -0.1603, 1.9473], [3.2060, -0.5063, -2.4866], [1.0733, 1.0798, -2.7116]], "nbo_charge": [0.99, 0.46, -0.34, -0.28, -0.32, -0.43, -0.33, -0.03, -0.34, -0.30, 0.08, 0.06, -0.30, -0.72, -0.27, 0.08, -0.06, 0.03, 0.15, 0.02, 0.52, 0.24, 0.25, 0.26, 0.27, 0.28, 0.28, 0.29, 0.30, 0.24, 0.27, 0.30, 0.06, 0.26, 0.03], "relative_energy_kj_mol": 434.0, "multiplicity": 2, "orbital_gap_ha": [0.227, 0.172], "s_squared": 0.780, "e_tot_ev": -59243.959, "charge": 2}

Record 5
{"formula": "C11H14BiClLaN2O6", "method": "ωB97M-V/def2-TZVPD", "symbols": ["Bi", "La", "Cl", "O", "O", "O", "O", "O", "O", "N", "N", "C", "C", "C", "C", "C", "C", "C", "C", "C", "C", "C", "H", "H", "H", "H", "H", "H", "H", "H", "H", "H", "H", "H", "H", "H"], "positions_angstrom": [[1.2021, 0.1093, -1.1828], [3.3236, 1.3812, -3.3833], [3.2489, 1.8018, -0.5354], [-0.3435, 0.8794, 0.2459], [-1.2216, 1.5354, 4.9094], [-5.4969, -2.7794, 3.3666], [-2.8018, 0.3499, 5.9169], [-1.4758, -0.6678, -1.0366], [-5.1509, -3.0170, 1.1899], [-4.8987, -2.4829, 2.3003], [-2.1565, 0.6942, 4.8923], [-3.8661, -1.4764, 2.3548], [-2.5077, 0.0890, 3.6274], [-3.5423, -0.8648, 3.5781], [2.3584, 3.3520, -3.8786], [-1.7908, 0.4248, 2.4618], [1.5386, -1.6634, 0.0672], [5.3883, 0.5201, -3.1980], [-3.1536, -1.1393, 1.1883], [1.7440, -0.3899, -3.2931], [-2.1268, -0.1892, 1.2374], [-1.2948, -0.0019, 0.0309], [2.4390, -1.2231, -3.4616], [0.9555, 0.1785, -3.8202], [2.9792, 3.3076, -4.7804], [5.7654, 1.1143, -2.3520], [-4.0830, -1.1352, 4.4812], [5.1345, -0.5444, -3.0746], [-3.3876, -1.6320, 0.2504], [1.3128, 3.0135, -3.9490], [2.7135, 3.9453, -3.0210], [1.6595, -2.4377, -0.6939], [0.5651, -1.6458, 0.5636], [5.5366, 0.9006, -4.2132], [-0.9736, 1.1445, 2.5098], [2.4072, -1.4509, 0.7016]], "mulliken_charge": [1.34, 1.22, -0.65, -0.74, -0.58, -0.59, -0.59, -0.70, -0.58, 0.96, 0.97, -0.12, -0.15, -0.19, -1.29, -0.46, -1.25, -1.26, -0.49, -1.58, 0.16, 0.54, 0.41, 0.30, 0.23, 0.31, 0.57, 0.24, 0.58, 0.28, 0.29, 0.40, 0.22, 0.23, 0.61, 0.37], "orbital_gap_ha": 0.151, "e_tot_ev": -46110.919, "charge": -1}

Record 6
{"formula": "C11H14BrP", "method": "ωB97M-V/def2-TZVPD", "symbols": ["Br", "P", "C", "C", "C", "C", "C", "C", "C", "C", "C", "C", "C", "H", "H", "H", "H", "H", "H", "H", "H", "H", "H", "H", "H", "H", "H"], "positions_angstrom": [[1.7094, 3.0161, 1.0443], [0.0768, 1.9421, -0.0129], [-0.7332, 0.4278, 3.6984], [-0.0041, 0.8220, 2.5990], [-2.0975, 0.4735, 3.7690], [1.0349, 0.4375, -0.3603], [-2.2307, 1.1458, 1.5515], [0.0839, -0.7304, -0.8147], [0.3892, -0.9782, -2.2910], [2.0968, 0.4586, -1.4522], [-2.8629, 0.7514, 2.6755], [-0.8299, 1.2810, 1.4657], [1.3527, 0.1035, -2.8439], [2.7022, -0.5131, -1.1713], [-2.7927, 1.4793, 0.6876], [1.4406, -0.0117, 0.4838], [2.7718, 1.3114, -1.6649], [0.9316, -1.8800, -2.2883], [-0.4885, -0.9279, -2.9302], [-0.9731, -0.4718, -0.6574], [2.1227, -0.2789, -3.4840], [0.9829, 1.0472, -3.1999], [1.0686, 0.8781, 2.5525], [-2.6737, 0.1542, 4.6783], [-3.8893, 0.7825, 2.6993], [-0.2734, 0.1261, 4.5547], [0.1494, -1.6387, -0.2794]], "nbo_charge": [-0.25, 0.80, -0.22, -0.19, -0.19, -0.57, -0.21, -0.40, -0.42, -0.39, -0.21, -0.34, -0.40, 0.19, 0.21, 0.23, 0.23, 0.21, 0.22, 0.21, 0.21, 0.20, 0.23, 0.21, 0.21, 0.21, 0.21], "relative_energy_kj_mol": 0.8, "orbital_gap_ha": 0.347, "e_tot_ev": -90964.721, "smiles": "BrP(c1ccccc1)C1CCCC1", "charge": 0}

Record 7
{"formula": "C11H14Cl2CrN9SeSi", "method": "ωB97M-V/def2-TZVPD", "symbols": ["Se", "Cr", "Cl", "Cl", "Si", "N", "N", "N", "N", "N", "N", "N", "N", "N", "C", "C", "C", "C", "C", "C", "C", "C", "C", "C", "C", "H", "H", "H", "H", "H", "H", "H", "H", "H", "H", "H", "H", "H", "H"], "positions_angstrom": [[-2.6915, 2.1048, -1.8581], [-1.1502, 1.3427, -0.3275], [-1.5163, 6.5435, 0.0012], [-0.7204, 3.8192, 0.5697], [-1.3888, -1.0440, -0.6137], [1.4650, 0.8472, 1.9458], [-0.1775, 1.0727, 3.6864], [1.4989, 1.6671, -1.3986], [-1.5039, 1.2151, 3.6563], [2.9730, 1.3648, 0.1425], [2.7571, 1.6671, -1.1391], [-1.9285, 1.2272, 2.4403], [0.8156, 1.3545, -0.2947], [-0.8936, 1.0859, 1.6045], [0.9227, -2.4039, 0.5302], [0.4037, -1.7413, -0.5747], [1.2601, -1.5277, -1.6519], [3.0567, -2.6567, -0.5368], [-1.4239, 4.9027, -0.6249], [1.7593, 1.1765, 0.6465], [2.5669, -1.9768, -1.6412], [0.1804, 0.9998, 2.4090], [2.2291, -2.8597, 0.5546], [-2.2937, -1.9256, 0.8617], [-2.0941, -2.0245, -2.1300], [-2.0183, -3.1006, -1.9756], [2.2080, 0.9168, 2.6206], [-3.3635, -1.7543, 0.7910], [-1.5581, -1.7673, -3.0380], [4.0807, -3.0082, -0.5239], [2.6067, -3.3757, 1.4313], [-0.7907, 4.8986, -1.5123], [0.8935, -0.9690, -2.5033], [-2.1239, -3.0002, 0.8718], [-2.4315, 4.5507, -0.8627], [-3.1369, -1.7640, -2.2810], [0.2900, -2.5542, 1.3947], [3.2139, -1.7847, -2.4874], [-1.9747, -1.5194, 1.8191]], "nbo_charge": [-0.76, 0.40, -0.08, 0.05, 1.20, -0.59, -0.41, -0.13, -0.12, -0.40, -0.12, -0.13, -0.43, -0.44, -0.23, -0.43, -0.15, -0.25, -0.40, 0.44, -0.23, 0.44, -0.22, -1.11, -1.09, 0.20, 0.41, 0.22, 0.22, 0.19, 0.19, 0.23, 0.21, 0.20, 0.27, 0.22, 0.20, 0.20, 0.23], "relative_energy_kj_mol": 84.7, "multiplicity": 2, "orbital_gap_ha": [0.215, 0.212], "s_squared": 0.795, "e_tot_ev": -151735.406, "charge": -2}